# 1
Entry from the Open Molecules 2025 dataset: a structure of composition C14H14N4O3Re at a distorted geometry (ωB97M-V/def2-TZVPD).

Its net charge is +2. The value obtained for the HOMO-LUMO gap (spin up / spin down) is 8.14 / 8.05 eV. As for the spin multiplicity: 4. For the highest occupied orbital energy (spin up / spin down), the calculation gives -16.20 / -16.88 eV.

Geometry (Å):
Re (0.117, -0.003, -0.270)
O (-0.990, -1.463, 3.267)
C (-0.705, -1.344, 2.105)
N (-0.556, -0.091, 1.492)
C (-0.758, 1.098, 2.320)
C (-0.566, 2.303, 1.376)
C (-0.659, 3.614, 1.825)
C (-0.451, 4.620, 0.899)
C (-0.214, 4.314, -0.453)
C (-0.150, 3.024, -0.811)
N (-0.360, 1.986, 0.082)
C (-0.624, -2.489, 1.157)
C (-1.135, -3.688, 1.597)
C (-1.246, -4.700, 0.640)
C (-0.691, -4.437, -0.643)
C (-0.150, -3.224, -0.984)
N (-0.144, -2.220, -0.084)
H (0.006, 1.138, 3.108)
H (-1.745, 1.093, 2.827)
H (-0.740, 3.779, 2.895)
H (-0.381, 5.651, 1.192)
H (-0.004, 5.087, -1.164)
H (0.129, 2.702, -1.798)
H (-1.443, -3.729, 2.642)
H (-1.730, -5.631, 0.880)
H (-0.743, -5.206, -1.397)
H (0.301, -3.010, -1.943)
N (0.602, -0.297, -2.496)
C (2.054, -0.191, -2.643)
C (2.543, 0.802, -1.605)
O (3.228, 1.756, -1.808)
O (1.931, 0.582, -0.357)
H (0.238, -1.193, -2.766)
H (0.151, 0.410, -3.051)
H (2.389, 0.121, -3.625)
H (2.497, -1.167, -2.405)



# 2
Entry from the Open Molecules 2025 dataset: an isolated molecule of C17H17ClF2N6S at a distorted geometry (ωB97M-V/def2-TZVPD).

The value obtained for the HOMO-LUMO gap is 9.25 eV. As for the spin multiplicity: 1. For the highest occupied orbital energy, the calculation gives -8.85 eV.

Geometry (Å):
N (-1.075, -3.570, 2.371)
C (-0.180, -2.985, 1.592)
N (0.891, -3.712, 1.392)
C (1.898, -3.154, 0.706)
N (1.903, -1.890, 0.278)
C (0.832, -1.159, 0.557)
C (-0.286, -1.668, 1.183)
C (-1.215, -0.570, 1.265)
S (-2.863, -0.684, 1.907)
C (-3.857, -1.196, 0.535)
C (-5.017, -0.485, 0.218)
C (-5.816, -0.817, -0.911)
C (-5.515, -1.960, -1.658)
C (-4.326, -2.669, -1.377)
Cl (-3.875, -3.999, -2.388)
C (-3.521, -2.305, -0.283)
N (-0.683, 0.532, 0.773)
N (0.562, 0.156, 0.278)
C (1.365, 1.044, -0.570)
C (1.706, 2.352, 0.161)
C (1.749, 3.554, -0.805)
C (2.927, 3.375, -1.833)
N (4.199, 3.197, -1.097)
C (4.277, 2.156, -0.065)
C (3.069, 2.223, 0.910)
F (3.070, 1.120, 1.714)
F (3.283, 3.317, 1.678)
H (-1.605, -2.921, 2.940)
H (-0.647, -4.383, 2.827)
H (2.806, -3.726, 0.553)
H (-5.289, 0.338, 0.833)
H (-6.632, -0.166, -1.208)
H (-6.125, -2.223, -2.519)
H (-2.681, -2.977, -0.045)
H (2.263, 0.517, -0.962)
H (0.746, 1.301, -1.433)
H (0.900, 2.552, 0.892)
H (0.785, 3.729, -1.343)
H (1.870, 4.468, -0.221)
H (2.988, 4.250, -2.491)
H (2.713, 2.532, -2.504)
H (4.967, 3.090, -1.777)
H (4.217, 1.179, -0.570)
H (5.222, 2.239, 0.497)



# 3
Entry from the Open Molecules 2025 dataset: a structure of composition C31H46N3OPS2SbV at a distorted geometry (ωB97M-V/def2-TZVPD).

Its net charge is +2. The value obtained for the HOMO-LUMO gap is 8.24 eV. As for the spin multiplicity: 1. For the highest occupied orbital energy, the calculation gives -14.19 eV.

Geometry (Å):
V (-0.534, 0.880, -0.315)
N (-0.826, 3.820, -2.114)
C (-2.058, 3.461, -1.786)
N (-3.077, 3.999, -2.445)
S (-2.445, 2.370, -0.493)
H (-0.649, 4.405, -2.916)
H (-0.026, 3.452, -1.614)
H (-2.950, 4.772, -3.081)
H (-4.019, 3.770, -2.174)
S (-0.492, 0.173, 1.821)
Sb (1.344, 1.453, 2.644)
C (0.792, 3.457, 2.534)
C (1.494, 4.432, 1.833)
C (1.023, 5.738, 1.830)
C (-0.138, 6.062, 2.516)
C (-0.843, 5.085, 3.207)
C (-0.382, 3.778, 3.218)
C (3.022, 0.800, 1.597)
C (3.874, 1.646, 0.897)
C (4.977, 1.111, 0.247)
C (5.223, -0.253, 0.294)
C (4.367, -1.095, 0.990)
C (3.262, -0.573, 1.643)
C (1.475, 0.948, 4.656)
C (1.449, -0.391, 5.043)
C (1.572, -0.709, 6.385)
C (1.718, 0.301, 7.328)
C (1.739, 1.631, 6.938)
C (1.617, 1.963, 5.596)
H (2.399, 4.199, 1.292)
H (1.571, 6.502, 1.296)
H (-0.495, 7.084, 2.516)
H (-1.747, 5.340, 3.742)
H (-0.939, 3.021, 3.759)
H (3.700, 2.710, 0.846)
H (5.647, 1.766, -0.294)
H (6.090, -0.660, -0.209)
H (4.563, -2.158, 1.032)
H (2.598, -1.242, 2.177)
H (1.320, -1.185, 4.317)
H (1.552, -1.745, 6.697)
H (1.814, 0.046, 8.375)
H (1.853, 2.413, 7.676)
H (1.640, 3.005, 5.298)
C (-1.860, -0.105, -4.012)
C (-2.340, -1.406, -3.348)
C (-2.456, -2.515, -4.403)
C (-3.733, -1.099, -2.777)
P (-1.175, -1.891, -1.961)
N (-0.862, -0.497, -1.174)
C (0.475, -2.521, -2.577)
C (0.932, -1.662, -3.766)
C (1.544, -2.320, -1.485)
C (0.430, -3.993, -3.004)
C (-1.974, -3.041, -0.719)
C (-3.009, -2.280, 0.126)
C (-2.641, -4.247, -1.394)
C (-0.909, -3.545, 0.268)
H (-2.612, 0.170, -4.753)
H (-0.911, -0.197, -4.527)
H (-1.789, 0.703, -3.283)
H (-3.222, -2.210, -5.119)
H (-2.767, -3.470, -3.983)
H (-1.533, -2.661, -4.960)
H (-4.332, -0.693, -3.594)
H (-3.694, -0.350, -1.985)
H (-4.249, -1.983, -2.412)
H (0.946, -0.600, -3.516)
H (0.341, -1.821, -4.664)
H (1.957, -1.956, -3.999)
H (1.617, -1.275, -1.181)
H (2.502, -2.601, -1.927)
H (1.397, -2.938, -0.606)
H (-0.327, -4.193, -3.761)
H (0.273, -4.668, -2.166)
H (1.399, -4.241, -3.442)
H (-3.874, -1.941, -0.433)
H (-2.564, -1.427, 0.636)
H (-3.366, -2.972, 0.890)
H (-3.518, -3.970, -1.977)
H (-2.978, -4.922, -0.605)
H (-1.960, -4.809, -2.031)
H (-0.370, -2.724, 0.742)
H (-0.199, -4.231, -0.186)
H (-1.433, -4.093, 1.053)
O (0.777, 1.612, -0.783)



# 4
Entry from the Open Molecules 2025 dataset: a cluster of 2 separate species, C4H9N4 in total at a distorted geometry (ωB97M-V/def2-TZVPD).

Its net charge is +1. The value obtained for the HOMO-LUMO gap is 11.46 eV. As for the spin multiplicity: 1. For the highest occupied orbital energy, the calculation gives -14.85 eV.

Geometry (Å):
C (2.992, -0.934, 1.013)
C (-0.493, 0.059, 0.891)
C (2.352, 0.421, -1.156)
C (2.306, 0.163, 0.266)
N (3.462, -1.760, 1.640)
N (0.655, -0.108, 0.617)
N (-1.672, -0.060, 1.171)
N (-3.564, 0.119, -0.554)
H (3.376, 0.598, -1.588)
H (1.658, 1.270, -1.503)
H (2.078, -0.437, -1.696)
H (2.496, 1.054, 0.881)
H (-3.885, -0.830, -0.831)
H (-1.760, -0.704, 1.989)
H (-2.739, 0.043, 0.669)
H (-2.903, 0.363, -1.235)
H (-4.358, 0.743, -0.574)



# 5
Entry from the Open Molecules 2025 dataset: an isolated molecule of C4H7NS at a distorted geometry (ωB97M-V/def2-TZVPD).

The value obtained for the HOMO-LUMO gap is 9.61 eV. As for the spin multiplicity: 1. For the highest occupied orbital energy, the calculation gives -8.71 eV.

Geometry (Å):
H (2.487, 0.819, 0.101)
N (1.545, 1.274, 0.173)
C (0.494, 0.721, -0.154)
C (-0.928, 1.659, 0.016)
S (-1.891, 0.198, -0.480)
C (-0.213, -0.567, -0.595)
C (0.136, -1.729, 0.325)
H (-1.129, 1.860, 1.153)
H (-1.026, 2.641, -0.530)
H (-0.138, -0.801, -1.622)
H (0.192, -1.538, 1.425)
H (1.183, -2.193, 0.077)
H (-0.713, -2.343, 0.113)



# 6
Entry from the Open Molecules 2025 dataset: a structure of composition C7H11MoN5S4Se (ωB97M-V/def2-TZVPD).

Its net charge is +2. The value obtained for the HOMO-LUMO gap (spin up / spin down) is 6.32 / 6.30 eV. As for the spin multiplicity: 1. For the highest occupied orbital energy (spin up / spin down), the calculation gives -14.69 / -14.67 eV.

Geometry (Å):
Mo (-0.564, 1.154, -0.431)
N (1.753, 1.030, -0.169)
C (2.081, 1.046, 1.280)
C (1.177, 2.052, 1.953)
N (-0.232, 1.660, 1.669)
H (2.191, 0.220, -0.600)
H (2.194, 1.832, -0.613)
H (3.130, 1.279, 1.459)
H (1.888, 0.047, 1.679)
H (1.330, 3.050, 1.539)
H (1.358, 2.094, 3.027)
H (-0.868, 2.407, 1.944)
H (-0.488, 0.864, 2.253)
S (-2.729, 1.178, -0.476)
S (-3.588, 2.893, -1.236)
S (-2.071, 4.157, -1.688)
S (-0.316, 3.140, -1.281)
Se (-0.118, -0.982, -3.708)
N (-0.184, -2.647, -3.171)
C (-0.378, -2.684, -1.863)
C (-0.527, -3.814, -1.010)
C (-0.711, -3.561, 0.317)
C (-0.750, -2.231, 0.826)
N (-0.611, -1.158, 0.077)
C (-0.431, -1.406, -1.244)
N (-0.304, -0.350, -2.032)
H (-0.492, -4.817, -1.414)
H (-0.833, -4.368, 1.025)
H (-0.908, -2.084, 1.887)



# 7
Entry from the Open Molecules 2025 dataset: an isolated molecule of C4H11NOS at a distorted geometry (ωB97M-V/def2-TZVPD).

The value obtained for the HOMO-LUMO gap (spin up / spin down) is 7.92 / 7.92 eV. As for the spin multiplicity: 1. For the highest occupied orbital energy (spin up / spin down), the calculation gives -7.64 / -7.65 eV.

Geometry (Å):
C (-0.221, 2.593, 0.147)
C (-0.919, 1.321, 0.074)
S (0.243, -0.003, 0.142)
C (1.115, -1.129, 1.897)
O (1.410, 0.267, -0.702)
N (-0.619, -1.348, -0.366)
C (-0.535, -1.492, -1.867)
H (-1.088, 3.427, -0.038)
H (0.135, 2.862, 1.070)
H (0.491, 2.713, -0.741)
H (-1.810, 1.288, 0.700)
H (1.700, -0.402, 2.425)
H (0.201, -1.476, 2.327)
H (1.572, -2.056, 1.554)
H (-0.219, -2.211, 0.100)
H (-1.112, -2.187, -2.315)
H (-0.760, -0.449, -2.193)
H (0.417, -1.718, -2.214)